[1]
Computed, not measured: a gas-phase ion, C11H18N3O6 (charge -1), with ωB97M-V with the def2-TZVPD basis set.

```
38
Properties=species:S:1:pos:R:3:nbo_charge:R:1
O 0.791 -1.543 3.934 -0.715
O 0.003 2.909 -2.972 -0.727
O 0.353 -1.378 0.613 -0.665
O -1.773 2.374 -1.717 -0.833
O 4.662 -1.563 -0.331 -0.642
O -0.739 2.741 2.306 -0.725
N 3.228 -1.629 1.184 -0.584
N 0.736 0.756 1.185 -0.580
N -2.436 2.403 0.822 -0.593
C 2.871 -2.300 4.069 -0.613
C 2.171 -0.947 2.054 -0.143
C -1.245 2.164 1.282 0.668
C 4.409 0.371 0.773 -0.701
C 0.492 2.137 -0.823 -0.532
C 4.138 -0.997 0.562 0.640
C 0.953 -0.487 1.167 0.642
C -3.424 3.114 1.508 -0.416
C 1.744 -1.984 3.118 0.101
C -0.271 1.406 0.302 -0.133
C -0.523 2.578 -1.921 0.776
H 1.319 1.552 -1.295 0.233
H 3.447 -3.100 3.597 0.208
H -2.574 2.086 -0.144 0.465
H -3.685 3.963 0.826 0.203
H -3.091 3.560 2.358 0.219
H 4.808 0.574 1.736 0.219
H 2.552 -0.090 2.669 0.199
H -0.908 0.570 -0.084 0.249
H 1.205 1.336 1.930 0.427
H 5.074 0.917 0.134 0.243
H 2.365 -2.798 4.931 0.219
H 3.433 0.880 0.755 0.230
H 0.913 3.092 -0.496 0.218
H 3.122 -2.542 0.837 0.415
H 0.041 -1.304 3.420 0.472
H 3.424 -1.482 4.328 0.202
H -4.234 2.540 1.943 0.186
H 1.240 -2.903 2.693 0.167
```

Properties
Net charge   -1
Kohn-Sham gap   7.9 eV
Energy above the lowest of the compared OMol25 structures with the same formula, charge and spin   302.1 kJ/mol
SMILES   CNC(=O)[C@@H](CC(=O)[O-])NC(=O)[C@H](NC(C)=O)[C@@H](C)O

***

[2]
Computed, not measured: 2 unconnected molecules or ions with the total composition C11H18N3S, with ωB97M-V with the def2-TZVPD basis set.

```
33
Properties=species:S:1:pos:R:3:nbo_charge:R:1
S -0.394 2.171 -1.221 0.574
N 2.615 0.550 -0.955 -0.538
N 2.618 -1.015 0.515 -0.482
N -3.937 -1.093 -0.503 -0.821
C 0.195 0.795 0.923 -0.479
C 1.770 -0.465 -1.425 -0.129
C -0.455 0.683 -0.420 0.180
C 0.602 2.945 -0.022 -0.417
C -0.719 0.758 2.242 -0.587
C 1.280 -2.854 -0.506 -0.649
C -1.474 -0.343 -0.795 -0.548
C -2.986 -0.011 -0.482 -0.187
C 0.855 2.150 0.978 -0.112
C 1.933 -1.486 -0.568 0.128
C 2.994 0.205 0.276 0.179
H 1.333 -0.442 -2.380 0.234
H 1.399 2.506 1.886 0.256
H -0.026 0.980 3.117 0.249
H -2.966 0.476 0.546 0.188
H 0.814 -2.915 -1.542 0.217
H -3.389 0.697 -1.211 0.214
H 2.167 -3.503 -0.305 0.256
H 3.024 1.471 -1.383 0.453
H -3.713 -1.875 0.041 0.372
H -1.216 -1.214 -0.239 0.235
H -1.117 -0.596 -1.809 0.244
H 3.558 0.654 1.108 0.247
H -1.605 1.504 2.141 0.235
H 0.594 -3.157 0.229 0.235
H 0.827 3.971 -0.195 0.265
H 1.008 -0.043 0.867 0.362
H -4.408 -1.268 -1.372 0.388
H -1.184 -0.235 2.461 0.239
```

Properties
Net charge   +1
Kohn-Sham gap   7.4 eV
Energy above the lowest of the compared OMol25 structures with the same formula, charge and spin   235.3 kJ/mol

***

[3]
Computed, not measured: a gas-phase ion, C11H18NS (charge +1), with ωB97M-V with the def2-TZVPD basis set.

```
31
Properties=species:S:1:pos:R:3:nbo_charge:R:1
S 2.932 -1.602 -0.747 0.004
N 0.423 -2.543 -1.259 -0.567
C 1.157 -1.259 -1.253 -0.207
C 0.343 1.660 -2.256 -0.608
C -0.671 2.069 1.456 0.047
C -1.182 3.217 2.350 -0.676
C 0.049 -0.257 1.143 0.022
C -0.304 2.298 0.096 -0.215
C 0.409 0.024 -0.155 -0.037
C 0.121 1.251 -0.716 -0.010
C 0.175 -1.586 1.806 -0.628
C -0.941 -2.570 -1.818 -0.445
C -0.456 0.768 1.952 -0.228
H -2.203 3.355 2.638 0.248
H -0.837 -1.821 -2.631 0.226
H -1.760 -2.144 -1.167 0.258
H -0.344 1.111 -2.795 0.206
H -1.270 -3.541 -2.216 0.256
H 0.527 -2.224 1.012 0.139
H -0.857 -1.973 2.152 0.246
H 2.635 -1.094 0.578 0.184
H 0.072 2.706 -2.271 0.234
H -0.524 3.298 -0.267 0.228
H -0.632 4.173 2.202 0.244
H 1.092 -3.236 -1.766 0.457
H 1.099 -0.869 -2.317 0.246
H 0.372 -2.891 -0.257 0.448
H -0.900 0.560 2.869 0.217
H 1.329 1.471 -2.576 0.218
H -0.677 3.147 3.423 0.230
H 0.824 -1.496 2.790 0.265
```

Properties
Net charge   +1
Kohn-Sham gap   9.1 eV
Energy above the lowest of the compared OMol25 structures with the same formula, charge and spin   73.2 kJ/mol
SMILES   C[NH2+][C@H](S)c1c(C)cc(C)cc1C

***

[4]
Computed, not measured: 2 unconnected molecules or ions with the total composition C11H18O, with ωB97M-V with the def2-TZVPD basis set.

```
30
Properties=species:S:1:pos:R:3:nbo_charge:R:1
O 0.555 -1.655 5.258 -0.670
C -0.710 0.152 0.020 -0.416
C -1.001 -1.474 1.946 -0.175
C -1.453 1.489 0.007 -0.602
C -0.628 -2.010 3.174 -0.293
C 0.197 -1.256 3.996 0.292
C -0.424 -0.322 1.426 -0.059
C 0.289 0.286 -3.673 -0.408
C 0.591 1.768 -3.464 -0.614
C 0.478 0.363 2.232 -0.183
C 0.713 -0.047 3.544 -0.261
C 1.283 -0.683 -3.077 -0.610
H 0.367 0.125 -4.744 0.204
H 1.310 0.561 4.213 0.222
H -0.289 2.414 -3.474 0.208
H -1.484 1.973 -0.960 0.209
H -2.492 1.368 0.334 0.202
H 1.235 2.214 -4.228 0.205
H -1.116 2.176 0.786 0.208
H 1.156 1.971 -2.561 0.202
H 0.164 -2.509 5.454 0.476
H -1.759 -1.974 1.354 0.208
H 1.489 -0.651 -2.003 0.202
H 0.277 0.339 -0.411 0.210
H -0.713 0.065 -3.303 0.201
H -1.282 -0.543 -0.590 0.211
H -0.957 -2.980 3.514 0.208
H 1.028 1.247 1.945 0.212
H 0.896 -1.692 -3.228 0.207
H 2.281 -0.715 -3.488 0.205
```

Properties
Net charge   0
Kohn-Sham gap   9.3 eV
Energy above the lowest of the compared OMol25 structures with the same formula, charge and spin   53.4 kJ/mol
SMILES   CCc1ccc(O)cc1.CCC

***

| no. | F_max (eV/A) | E (a.u.) |
| --- | --- | --- |
| 1 | 6.97 | -1045.72357 |
| 2 | 4.02 | -992.05414 |
| 3 | 4.52 | -882.54352 |
| 4 | 1.48 | -505.16032 |